Entry 1:
# FHN2O

A 2-piece molecular cluster, FHN2O overall (wB97M-V/def2-TZVPD, OMol25).

CARTESIAN COORDINATES (ANGSTROEM)
N 1.1369 -0.0183 -0.2266
N 0.4182 -0.3438 -1.0002
O 1.8397 0.2872 0.6233
F -1.3076 -0.2262 0.3588
H -2.0872 0.3012 0.2448

Results
Orbital gap = 12.17 eV
Structure (SMILES) = N#[N+][O-].F
Max |F| = 3.91 eV Å⁻¹
E_LUMO = 0.8 eV
Energy relative to the best compared isomer or geometry (same formula, charge and spin) = 39.46 kJ/mol

Mulliken atomic charges, in units of e: 0.8385 -0.2879 -0.5499 -0.3931 0.3925

Entry 2:
# C6H7NO

The molecule C6H7NO (wB97M-V/def2-TZVPD, OMol25).

CARTESIAN COORDINATES (ANGSTROEM)
C -1.0664 -0.1334 1.6544
C -1.0200 0.5107 0.2677
C -0.1032 0.2134 -0.6536
C 0.8845 -0.7386 -0.4909
C 2.1702 -0.4944 -1.1413
C -2.0182 1.4835 -0.1195
H -2.0924 -0.5103 1.6064
H -0.3637 -0.9313 1.9056
H -0.9994 0.6817 2.4094
H -0.0382 0.7904 -1.5498
H 0.9258 -1.2885 0.4484
H 2.2104 0.5327 -1.5733
H 3.1417 -0.9739 -0.9234
N -2.8750 2.2999 -0.1735
O 1.2439 -1.4420 -1.6667

Results
Orbital gap = 10.15 eV
Structure (SMILES) = C/C(C#N)=C\[C@@H]1CO1
Max |F| = 4.24 eV Å⁻¹
E_LUMO = 0.4 eV
Energy relative to the best compared isomer or geometry (same formula, charge and spin) = 236.10 kJ/mol

Mulliken atomic charges, in units of e: -1.2031 0.5243 -0.5801 0.5307 -0.5196 0.1332 0.2821 0.4201 0.2963 0.3724 0.1953 0.1828 0.2724 -0.4795 -0.4273

Entry 3:
# C5H15NO2

A 2-piece molecular cluster, C5H15NO2 overall (wB97M-V/def2-TZVPD, OMol25).

CARTESIAN COORDINATES (ANGSTROEM)
C 1.7786 0.2055 0.2279
N 0.6190 -0.2027 1.0181
C -0.2212 -1.2052 0.3526
C -1.1579 -0.4877 -0.7213
C -2.4686 -1.2265 -1.0894
O -1.4485 0.7282 -0.0535
C 2.6039 -1.0249 -0.0390
H 1.7119 0.8891 -0.6677
H 2.4430 0.5445 1.0338
H 0.0942 0.4117 1.4182
H -0.7536 -1.9085 1.0053
H 0.3549 -1.9425 -0.1985
H -0.7715 -0.2297 -1.6253
H -2.1468 -2.2564 -1.4132
H -3.0465 -0.8503 -1.9376
H -3.1010 -1.3704 -0.2795
H -2.0981 1.0994 -0.5944
H 2.6115 -1.2681 -1.0828
H 3.6892 -0.9608 0.3833
H 2.2576 -1.9286 0.6000
H 0.9902 3.3260 0.2384
H 0.0594 2.6778 1.3206
O 0.2190 2.7241 0.3394

Results
Orbital gap = 9.12 eV
Structure (SMILES) = CCNC[C@@H](C)O.O
Max |F| = 8.14 eV Å⁻¹
E_LUMO = 0.8 eV
Energy relative to the best compared isomer or geometry (same formula, charge and spin) = 304.95 kJ/mol

Mulliken atomic charges, in units of e: -0.1001 -0.3388 -0.8485 0.2961 -1.5543 -0.5298 -1.2321 0.2356 0.3650 0.2826 0.3364 0.3536 0.2993 0.3338 0.4102 0.4188 0.3114 0.2747 0.3405 0.3458 0.2955 0.3044 -0.6000